{"formula": "C45H82BF5N3O27PS", "method": "ωB97M-V/def2-TZVPD", "species": ["C", "C", "O", "C", "H", "O", "H", "O", "C", "H", "O", "O", "H", "H", "H", "H", "C", "H", "H", "H", "O", "H", "F", "O", "H", "H", "H", "F", "H", "H", "C", "O", "H", "C", "H", "H", "O", "O", "H", "H", "C", "H", "H", "C", "C", "C", "H", "H", "H", "C", "C", "C", "C", "H", "F", "H", "H", "H", "F", "C", "S", "O", "O", "H", "O", "H", "C", "C", "H", "N", "C", "O", "H", "H", "H", "H", "H", "O", "H", "C", "H", "C", "C", "O", "H", "H", "C", "H", "H", "C", "C", "H", "H", "H", "H", "H", "H", "H", "C", "H", "C", "H", "H", "O", "C", "C", "H", "O", "H", "H", "H", "O", "O", "H", "H", "H", "B", "H", "N", "H", "O", "C", "H", "H", "H", "C", "C", "C", "H", "C", "H", "C", "O", "C", "H", "O", "C", "C", "H", "F", "C", "H", "H", "C", "H", "C", "C", "C", "O", "C", "P", "H", "H", "O", "H", "N", "O", "C", "H", "O", "H", "H", "H", "H", "H"], "coordinates": [[4.940769, -3.599493, -1.610153], [-4.342983, -7.776658, -0.965742], [-9.251244, -6.396373, 3.916654], [-4.930764, 8.880043, -1.107331], [-10.647182, -7.874848, 3.889643], [-7.065060, -6.961488, 3.851545], [-9.313196, -8.107117, 2.747578], [-7.781672, -4.819126, 3.982111], [-3.612491, 7.400227, 0.109293], [-3.529947, -7.338916, -1.544094], [3.249106, -2.878338, 6.101829], [-4.031613, 8.751502, -0.134895], [-6.264767, 11.562205, -2.263394], [-0.571464, -3.238895, 0.244332], [11.626836, -2.397079, 0.918854], [-8.062300, -6.635532, -3.784232], [8.483638, -2.079563, 0.409977], [6.660059, -0.524852, -0.880828], [-5.999293, 10.053036, -3.122201], [-8.410897, 10.350988, -2.457276], [-2.524104, 4.159488, 3.256815], [-9.065592, -8.391100, 4.495234], [1.900090, -1.809712, -3.408950], [2.011651, 7.982896, -2.822848], [3.473808, -1.065831, -5.408343], [10.286922, -3.249018, 1.675664], [3.772811, 0.240255, -4.265401], [5.996235, -1.574579, -5.932698], [-4.878394, 3.551165, 1.980761], [3.920944, 7.352840, -3.126326], [0.979559, 8.627433, -3.365819], [-5.291157, 10.164849, -1.170488], [1.035205, -1.633966, 5.876620], [4.551378, -1.783768, -3.632486], [-2.966913, 8.847974, -4.064935], [6.469442, 1.128194, -0.113816], [-5.348957, 7.990123, -1.801469], [2.518115, -3.426308, 0.290925], [1.031831, 4.972529, 1.774425], [0.975918, -0.664298, 1.683518], [3.944892, -1.595007, -2.218276], [-0.534288, 5.712887, 3.607670], [-6.062294, 4.791594, 2.424617], [-2.878513, 5.162721, 2.698543], [3.082998, 1.967033, -2.105467], [-1.217862, 9.288925, -2.880297], [-4.585194, -4.106715, -0.147709], [-3.249373, 6.934703, -0.807243], [2.013609, 0.471663, -0.104825], [-7.536120, -7.422154, -4.326054], [4.207326, -0.680422, -4.687496], [-2.157148, -2.392828, -0.848836], [1.686511, -1.493300, 1.712396], [-0.762062, -1.434536, 0.442752], [5.054077, 0.512817, -2.403066], [4.239310, -2.737959, -4.079049], [-6.445183, -3.906155, 1.850024], [-4.432209, 6.827019, 0.527684], [5.242941, 0.322891, -6.586541], [3.114663, -2.381208, 7.190653], [4.937543, -5.169300, -1.824153], [3.208521, 2.686115, -1.114058], [9.859415, -2.018160, 0.005854], [0.064500, -1.373779, 7.316133], [-3.278048, -2.590058, 1.244103], [0.206351, 2.109391, -3.426056], [5.461678, -0.405153, -5.500978], [11.075145, -4.160347, -0.153539], [11.287447, -3.879473, -1.188178], [2.537835, -2.052298, -2.198418], [-6.280895, 10.478329, -2.157942], [0.000278, 8.660113, -2.461507], [-2.805116, 7.425604, 0.829464], [-8.288391, -8.097827, -4.729643], [8.274296, -2.989805, 0.989339], [1.357461, -2.300168, 2.386203], [1.035864, -4.111739, 6.373162], [-2.093505, 6.164746, 2.300179], [-2.167513, -3.035057, -1.739755], [-0.687638, 5.999663, 2.566665], [2.250366, -3.915009, 1.075245], [-3.052267, -3.096050, 0.180707], [0.231397, -2.059964, -1.465525], [3.113453, 2.384430, -3.292190], [-5.017494, 4.101760, 3.676653], [8.648163, -0.711864, 2.121397], [1.737880, 0.103982, -1.113597], [-2.623719, -1.421827, -1.019790], [-0.240315, 6.983302, 2.430683], [5.335377, -2.789105, 7.716903], [8.147783, -0.781798, 1.147380], [6.057630, -2.501853, 8.476186], [-3.938745, -8.555567, -0.324710], [2.439264, -3.072464, -2.085526], [-4.814438, -7.019383, -0.342888], [4.235511, 0.945115, 0.175723], [-0.451249, 4.016353, 1.733140], [3.441887, 8.715571, -4.152152], [1.644318, -1.451583, -1.123970], [-7.914820, 10.448749, -0.755300], [-5.970268, -7.517234, -2.588748], [-1.011843, 10.264017, -3.323774], [-7.716993, 8.945771, -1.640533], [-5.291195, -8.388230, -1.840128], [-0.712919, -2.270756, -0.253932], [6.613076, -0.514035, 1.251043], [2.671208, -1.188299, 2.100367], [-1.200134, 0.488568, -1.158152], [-0.617581, -3.496731, 6.260585], [-5.760842, -5.477410, 2.237114], [-2.177355, 7.421677, -3.363974], [4.077716, -2.230578, 8.099956], [-5.882425, -6.317912, -2.523968], [0.332426, -3.070992, -1.895493], [8.559682, 0.035586, 0.536262], [-1.461756, 8.224163, -4.749330], [1.956020, -2.159291, 0.294393], [4.303458, -0.789086, 0.486047], [2.845874, 0.508926, -1.992879], [-5.826071, -4.912425, 4.686727], [0.265725, 2.483294, -1.073732], [3.110271, 7.776354, -3.712520], [-7.329229, -6.338437, -6.176091], [7.917204, -2.176729, -0.530542], [5.661229, -2.401082, 6.753768], [6.159358, 0.081693, -0.124672], [4.105105, -0.150254, -1.677753], [-0.044281, 5.018858, 1.610117], [2.832207, 7.068678, -4.492068], [-5.823018, -4.441239, 2.571934], [0.124911, -3.810906, 7.842241], [-6.698725, -6.860539, -5.456220], [1.983834, -1.905542, 7.710553], [-6.422276, -4.360662, 3.959235], [-6.450721, -3.322078, 4.284976], [0.937438, 9.084335, -4.478278], [10.686924, -2.930339, 0.704020], [-9.573386, -7.778138, 3.753139], [5.268295, -3.876062, 7.685094], [6.411634, 0.195597, -4.785023], [-5.068323, 4.403543, 2.632358], [12.001763, -4.565978, 0.277260], [6.090964, -1.475353, 1.382089], [0.824033, -2.017404, 6.875844], [-1.796271, 9.462256, -1.972886], [0.309430, -3.441944, 6.832285], [-2.003972, 8.397725, -3.820466], [-7.941391, -6.139848, 3.914177], [-3.640252, -4.310536, -0.127752], [4.599207, -0.012468, -0.228197], [0.254394, 1.099130, -1.596614], [-1.347663, 0.799188, -0.254213], [-5.950727, -6.160899, -5.085192], [-4.140768, 5.452329, 2.351868], [6.419899, 0.175315, 2.077785], [4.798916, -2.425096, -1.308773], [0.244910, 1.165714, -3.211266], [-7.663362, 10.029947, -1.731200], [-0.316023, -1.477763, -2.212698], [-6.749031, -8.207281, -3.418707], [5.637297, -1.768379, -3.508012], [-6.164879, -7.662185, -5.969169], [-0.228823, 5.313136, 0.576376], [-4.819482, -4.019337, 2.549477], [10.312453, -4.945326, -0.097386]], "atomic_forces_ev_per_a": [[-0.52, -1.25, 0.79], [0.24, 0.02, 0.26], [0.02, -0.01, 0.03], [0.09, 0.01, 0.23], [0.01, 0.20, 0.01], [0.05, -0.07, 0.04], [0.11, -0.04, 0.06], [-0.05, 0.02, 0.11], [0.18, -0.04, -0.21], [-0.08, 0.13, 0.02], [-0.01, 0.06, -0.11], [0.01, 0.06, -0.12], [0.19, 0.00, 0.16], [0.62, 0.45, 0.19], [-0.29, 0.00, 0.01], [0.16, 0.02, 0.09], [0.33, 0.45, -0.55], [-0.08, 0.46, -0.19], [0.04, -0.15, 0.10], [0.03, 0.05, 0.00], [-0.03, -0.07, 0.12], [0.10, 0.03, -0.07], [0.56, -0.07, -0.31], [-0.01, 0.10, 0.00], [0.14, 0.05, 0.19], [-0.22, 0.15, -0.20], [0.39, -0.13, -0.18], [0.10, -0.33, -0.09], [0.07, -0.04, 0.10], [-0.15, -0.03, 0.14], [0.01, -0.22, 0.12], [0.09, 0.07, -0.06], [0.18, -0.07, 0.03], [-0.56, 1.14, -0.85], [-0.01, 0.00, 0.08], [0.06, -0.18, -0.62], [-0.04, 0.00, -0.13], [-1.01, 0.56, -0.89], [0.00, 0.06, -0.03], [0.25, -0.06, 0.36], [3.30, 0.34, -0.45], [-0.19, -0.09, -0.02], [0.10, 0.16, -0.07], [0.14, 0.12, -0.21], [0.00, 3.79, -2.20], [-0.47, 0.07, -0.18], [-0.20, -0.52, 0.25], [-0.14, 0.03, -0.05], [-0.67, -0.19, -0.04], [-0.23, 0.26, -0.39], [-0.35, -0.27, -0.24], [-0.21, -1.61, 0.65], [-0.02, -0.65, -0.80], [0.37, -0.32, 0.11], [0.14, -0.50, -0.47], [0.25, -0.02, 0.51], [0.01, 0.13, 0.10], [-0.06, 0.01, -0.13], [-0.28, 0.36, -0.27], [-0.08, -0.05, 0.24], [0.32, 1.37, 0.02], [0.10, -1.51, 1.25], [-0.54, -0.71, 0.77], [0.22, 0.10, 0.18], [0.14, 0.19, 0.07], [0.24, 0.10, -0.10], [-0.37, -0.14, 0.43], [-0.01, 0.16, 0.81], [-0.19, 0.03, 0.16], [-1.47, 0.49, 1.02], [-0.37, 0.11, -0.26], [0.00, 0.12, 0.17], [-0.19, 0.37, -0.11], [0.09, -0.18, 0.17], [0.10, 0.22, 0.09], [-0.19, 0.41, 0.01], [-0.01, 0.07, -0.08], [-0.09, -0.22, 0.43], [0.12, 0.47, -0.03], [0.65, -0.13, -0.01], [0.43, -0.07, 0.21], [-0.21, 0.50, 0.44], [-0.26, -0.29, 0.70], [-0.16, -1.47, 0.52], [0.11, -0.05, -0.04], [-0.08, -0.31, -0.16], [1.03, -0.18, -0.05], [0.26, -0.13, -0.26], [-0.28, 0.10, -0.03], [0.29, -0.05, 0.03], [-0.69, 0.34, -0.12], [-0.16, 0.08, 0.09], [-0.14, -0.14, -0.12], [0.51, 0.02, 0.00], [0.01, 0.06, -0.10], [-0.28, -0.24, -0.41], [0.05, 0.01, 0.08], [-0.13, 0.00, -0.05], [-0.62, -0.61, 0.16], [-0.01, 0.12, -0.07], [0.00, -0.19, -0.08], [0.16, -0.09, -0.09], [0.04, 0.00, -0.11], [-0.03, 0.04, 0.00], [-1.48, 0.06, -1.11], [0.93, -0.23, -1.10], [-0.31, 0.24, -0.10], [1.22, -0.93, -0.33], [-0.02, 0.05, 0.04], [0.04, -0.02, 0.09], [-0.11, 0.07, 0.09], [0.02, 0.03, -0.05], [-0.03, 0.09, 0.06], [0.28, 0.30, 0.02], [0.08, -0.21, 0.18], [0.02, 0.13, 0.00], [0.90, -0.15, 1.07], [-0.35, -0.14, -0.52], [-0.33, -1.03, -0.03], [-0.09, -0.16, -0.07], [0.45, -1.03, 0.41], [0.30, -0.10, -0.09], [-0.04, -0.04, 0.01], [-0.13, 0.18, 0.33], [-0.10, -0.07, -0.04], [-0.73, -0.80, 1.64], [-1.08, 0.80, 0.90], [-0.26, -0.17, -0.13], [-0.02, 0.09, -0.05], [-0.07, -0.32, -0.22], [-0.11, 0.09, 0.00], [0.30, 0.01, 0.06], [0.06, 0.15, -0.05], [0.44, 0.24, -0.10], [-0.26, -0.04, 0.04], [0.00, 0.10, -0.04], [1.33, -0.13, -0.68], [-0.18, -0.24, -0.01], [-0.02, 0.02, -0.12], [0.29, 0.19, 0.19], [-0.29, -0.11, 0.02], [-0.22, -0.08, -0.15], [0.03, 0.27, 0.35], [-0.47, -0.20, -0.24], [0.21, -0.09, 0.14], [0.18, -0.21, 0.03], [0.12, -0.19, -0.16], [-0.11, 0.14, -0.07], [0.49, 0.83, -0.87], [0.95, 0.58, 0.60], [-1.06, 3.52, -0.96], [-0.18, 0.27, -0.05], [-0.10, 0.06, 0.05], [0.14, -0.11, 0.21], [-0.25, -0.22, -0.09], [-0.92, -1.13, -1.14], [-0.34, -1.41, 1.23], [-0.02, -0.21, 0.20], [0.39, 0.07, 0.08], [-0.05, -0.04, 0.08], [-0.27, -0.22, 0.22], [-0.13, -0.03, -0.05], [0.14, 0.06, 0.01], [-0.05, 0.08, 0.08], [0.08, 0.15, -0.27]], "lowdin_charge": [-0.74, -0.04, 0.01, -0.62, 0.09, 0.12, 0.10, 0.04, -0.02, 0.10, 0.11, 0.01, 0.12, 0.13, 0.11, 0.12, -0.22, 0.09, 0.12, 0.08, 0.13, 0.10, 0.10, 0.01, 0.13, 0.11, 0.11, 0.11, 0.10, 0.10, -0.61, 0.03, 0.12, -0.06, 0.08, 0.13, 0.12, 0.14, 0.09, 0.07, -0.25, 0.12, 0.09, -0.60, -0.74, -0.21, 0.11, 0.10, 0.13, -0.21, -0.04, -0.08, 0.02, 0.11, 0.09, 0.13, 0.09, 0.09, 0.16, -0.61, 0.80, 0.02, -0.16, 0.12, 0.12, 0.10, -0.64, -0.07, 0.07, 0.10, -0.22, 0.04, 0.08, 0.12, 0.12, 0.08, 0.07, 0.00, 0.13, -0.20, 0.12, -0.48, -0.11, -0.02, 0.10, 0.11, -0.19, 0.12, 0.12, -0.04, -0.17, 0.09, 0.10, 0.19, 0.08, 0.13, 0.07, 0.09, -0.18, 0.08, -0.61, 0.13, 0.07, 0.01, -0.16, -0.18, 0.09, -0.14, 0.08, 0.07, 0.08, 0.01, 0.12, 0.14, 0.12, 0.07, -0.48, 0.09, 0.01, 0.13, -0.25, -0.04, 0.08, 0.11, 0.09, -0.16, -0.39, -0.06, 0.10, -0.07, 0.08, -0.07, 0.04, -0.20, 0.12, 0.12, -0.29, -0.04, 0.10, 0.15, -0.04, 0.07, 0.10, -0.21, 0.11, -0.07, -0.06, -0.61, 0.07, -0.08, 0.55, 0.09, 0.07, -0.02, 0.11, 0.14, -0.10, -0.07, 0.11, 0.04, 0.13, 0.08, 0.09, 0.06, 0.07], "max_force_ev_per_a": 4.4, "smiles": "CCOCCCCC[C@]1(F)N(C(=O)[O-])[C@@H](P(=O)(O)O)[C@](CCCC(=O)O)(B(C)O)[N@@H+](F)[C@]1(CCC(F)(F)F)N=C=S.CCOC(=O)OC.CCOC(=O)OC.CCOC(=O)OC.CCOC(=O)OC.CCOC(=O)OC.CCOC(=O)OC", "e_lumo_ev": -1.22}